Formula: C2H9NO3
Source: the Open Molecules 2025 dataset
Level of theory: the ωB97M-V functional and the def2-TZVPD basis

Geometry as XYZ:
```
15
Properties=species:S:1:pos:R:3
C 1.986 0.504 -0.607
N 1.488 -0.805 -0.652
C 0.088 -0.853 -0.732
O 1.934 1.122 0.750
H 3.064 0.475 -0.813
H 1.519 1.316 -1.175
H -0.138 -1.534 -1.564
H -0.447 0.084 -0.876
H -0.378 -1.355 0.144
H 1.584 0.446 1.342
H -3.407 -0.962 0.056
O -2.583 -0.505 -0.169
H -1.488 1.462 1.408
H -1.931 0.026 1.150
O -1.292 0.579 1.736
```

Summary:
spin multiplicity: 1
LUMO energy: -4.6 eV
relative energy (zero: lowest compared OMol25 entry of this formula, charge and spin): 8.174 eV
E: -361.814459 a.u.